Entry 1:
{
  "formula": "C5H5FO",
  "method": "wB97M-V/def2-TZVPD",
  "fmax_ev_per_a": 3.79,
  "smiles": "O=C1CCC=C1F",
  "de_lowest_ev": 0.371,
  "homo_lumo_gap_ev": 10.49,
  "energy_ev": -10029.705,
  "total_charge": 0,
  "spin_multiplicity": 1,
  "symbols": ["O", "C", "C", "C", "C", "C", "F", "H", "H", "H", "H", "H"],
  "coordinates": [[0.974, 1.789, -0.097], [0.179, 0.864, -0.003], [-1.349, 0.871, 0.120], [-1.772, -0.621, 0.008], [-0.420, -1.328, -0.101], [0.651, -0.567, -0.098], [1.876, -0.909, 0.124], [-1.916, 1.335, -0.702], [-1.662, 1.314, 0.989], [-2.278, -0.826, -0.970], [-2.296, -0.876, 0.914], [-0.270, -2.395, -0.131]],
  "forces_ev_per_a": [[-1.4727, -0.6007, 0.4482], [2.0281, 0.9898, -0.9743], [0.2712, -1.6117, -3.0355], [1.8828, 0.1895, -1.1405], [-0.3990, -1.5148, 0.2816], [-2.9143, 2.0598, 1.2870], [1.5741, -0.3162, -0.5060], [0.8961, 0.6027, 0.1890], [-0.6102, 1.0925, 2.2975], [-0.3027, 0.1809, 1.2425], [-0.4706, -0.7055, -0.1184], [-0.4828, -0.3662, 0.0289]],
  "lowdin_charge": [0.090, -0.299, -0.085, -0.145, -0.001, -0.272, 0.146, 0.130, 0.087, 0.126, 0.107, 0.117]
}

***

Entry 2:
{
  "formula": "C18H14ClN3O4",
  "method": "wB97M-V/def2-TZVPD",
  "fmax_ev_per_a": 1.17,
  "smiles": "C[C@H](c1ccco1)N(C(=O)c1ccc(Cl)c([N+](=O)[O-])c1)c1ccccn1",
  "de_lowest_ev": 4.629,
  "homo_lumo_gap_ev": 8.49,
  "energy_ev": -44072.899,
  "total_charge": 0,
  "spin_multiplicity": 1,
  "symbols": ["C", "C", "C", "C", "C", "C", "O", "N", "C", "O", "C", "C", "C", "C", "Cl", "C", "N", "O", "O", "C", "C", "C", "C", "C", "C", "N", "H", "H", "H", "H", "H", "H", "H", "H", "H", "H", "H", "H", "H", "H"],
  "coordinates": [[-0.923, -1.328, -2.875], [0.363, -0.760, -2.279], [1.380, -1.810, -1.968], [1.390, -3.163, -2.144], [2.645, -3.615, -1.666], [3.300, -2.505, -1.235], [2.546, -1.409, -1.417], [0.079, 0.065, -1.096], [-0.156, 1.396, -1.320], [-0.075, 1.895, -2.421], [-0.603, 2.190, -0.135], [-0.021, 3.429, 0.122], [-0.466, 4.209, 1.169], [-1.506, 3.778, 1.987], [-2.033, 4.801, 3.261], [-2.112, 2.548, 1.711], [-3.192, 2.006, 2.502], [-3.898, 1.177, 1.967], [-3.317, 2.380, 3.644], [-1.670, 1.774, 0.644], [0.273, -0.438, 0.195], [-0.080, -1.743, 0.539], [0.165, -2.164, 1.833], [0.732, -1.282, 2.741], [1.032, -0.003, 2.301], [0.819, 0.404, 1.064], [-0.697, -1.858, -3.796], [-1.601, -0.510, -3.103], [-1.418, -2.010, -2.189], [0.794, -0.056, -3.007], [0.613, -3.768, -2.563], [3.001, -4.624, -1.650], [4.269, -2.366, -0.798], [0.786, 3.769, -0.507], [-0.013, 5.167, 1.368], [-2.175, 0.838, 0.452], [-0.537, -2.406, -0.176], [-0.094, -3.169, 2.132], [0.933, -1.577, 3.758], [1.471, 0.735, 2.958]],
  "forces_ev_per_a": [[0.2946, 0.0636, 0.0263], [0.1212, 0.0680, -0.2407], [-0.4337, -0.6114, -0.4239], [-0.1375, 0.7003, -0.0409], [0.4019, 0.3370, 0.2167], [0.1398, -0.8716, -0.0162], [-0.1247, 0.5198, -0.0327], [0.0243, -0.1627, -0.3731], [-0.1034, 0.1084, 0.2465], [0.0518, 0.1358, -0.1032], [-0.4391, 0.7131, 0.0803], [-0.2011, -0.2651, -0.1094], [-0.0965, -0.0810, 0.0883], [-0.1283, -0.3108, -0.0315], [0.1472, 0.3678, 0.0096], [0.8876, 0.3878, -0.6540], [-0.3474, -0.2214, 0.2387], [-0.2978, -0.2387, -0.1521], [-0.0591, -0.0576, 0.3049], [-0.0596, 0.1796, -0.0311], [0.1116, -0.2588, 0.7426], [-0.0638, 0.1719, 0.0075], [0.0825, 0.1410, 0.0175], [-0.0487, -0.0421, -0.0376], [-0.0186, -0.1666, 0.2816], [0.3690, -0.1690, -0.3630], [-0.0337, -0.0778, -0.1223], [-0.0323, 0.0499, -0.0189], [-0.0563, -0.0908, 0.0708], [-0.0908, -0.2083, 0.1876], [-0.2461, -0.0558, -0.0982], [0.1540, -0.1869, 0.0382], [0.1170, 0.1228, 0.0683], [0.0796, 0.0616, -0.0584], [0.0149, 0.0896, 0.0451], [0.0210, -0.0330, 0.0171], [-0.0539, -0.0218, -0.0513], [-0.0224, -0.0725, 0.0139], [0.0259, -0.0066, 0.1042], [0.0509, -0.0077, 0.1526]],
  "lowdin_charge": [-0.013, -0.234, -0.268, -0.026, -0.053, -0.107, 0.061, 0.070, -0.382, 0.107, -0.137, 0.009, -0.078, -0.572, 0.758, -0.147, -0.365, 0.080, 0.042, 0.053, -0.283, 0.013, -0.045, -0.057, -0.116, 0.142, 0.089, 0.087, 0.076, 0.157, 0.112, 0.101, 0.121, 0.129, 0.108, 0.136, 0.107, 0.111, 0.101, 0.112]
}

***

Entry 3:
{
  "formula": "C36H64O13",
  "method": "wB97M-V/def2-TZVPD",
  "fmax_ev_per_a": 2.05,
  "smiles": "O=C1CCCO1.O=C1CCCO1.O=C1CCCO1.O=C1CCCO1.C1CCOC1.C1CCOC1.C1CCOC1.C1CCOC1.C1CCOC1",
  "de_lowest_ev": 0.000,
  "homo_lumo_gap_ev": 9.90,
  "energy_ev": -64985.412,
  "total_charge": 0,
  "spin_multiplicity": 1,
  "symbols": ["O", "C", "C", "C", "C", "O", "H", "H", "H", "H", "H", "H", "O", "C", "C", "C", "C", "O", "H", "H", "H", "H", "H", "H", "O", "C", "C", "C", "C", "O", "H", "H", "H", "H", "H", "H", "O", "C", "C", "C", "C", "O", "H", "H", "H", "H", "H", "H", "C", "C", "C", "O", "C", "H", "H", "H", "H", "H", "H", "H", "H", "C", "C", "C", "O", "C", "H", "H", "H", "H", "H", "H", "H", "H", "C", "C", "C", "O", "C", "H", "H", "H", "H", "H", "H", "H", "H", "C", "C", "C", "O", "C", "H", "H", "H", "H", "H", "H", "H", "H", "C", "C", "C", "O", "C", "H", "H", "H", "H", "H", "H", "H", "H"],
  "coordinates": [[6.210, 1.564, -0.572], [5.299, 0.907, -0.162], [5.367, -0.447, 0.523], [3.911, -0.772, 0.856], [3.093, 0.259, 0.065], [4.018, 1.319, -0.237], [5.826, -1.115, -0.209], [6.015, -0.403, 1.393], [3.695, -1.804, 0.588], [3.727, -0.615, 1.919], [2.732, -0.195, -0.854], [2.275, 0.692, 0.629], [-3.648, -3.902, 4.317], [-3.647, -2.872, 3.716], [-4.018, -1.487, 4.234], [-3.390, -0.560, 3.182], [-3.359, -1.445, 1.947], [-3.258, -2.791, 2.420], [-5.102, -1.402, 4.213], [-3.576, -1.352, 5.215], [-4.060, 0.266, 2.929], [-2.427, -0.150, 3.473], [-4.248, -1.341, 1.318], [-2.533, -1.203, 1.284], [-3.589, -6.164, -1.621], [-2.605, -5.611, -1.992], [-1.867, -4.425, -1.384], [-0.538, -4.391, -2.165], [-0.857, -5.172, -3.453], [-2.038, -5.921, -3.197], [-2.563, -3.597, -1.524], [-1.618, -4.507, -0.329], [-0.385, -3.349, -2.441], [0.255, -4.877, -1.609], [-1.026, -4.506, -4.303], [0.006, -5.770, -3.752], [0.067, -1.664, 2.150], [0.306, -0.970, 3.090], [0.691, -1.413, 4.498], [1.268, -0.148, 5.105], [0.472, 0.928, 4.359], [0.215, 0.383, 3.053], [-0.208, -1.706, 5.046], [1.323, -2.285, 4.350], [1.156, -0.025, 6.179], [2.325, -0.030, 4.860], [-0.502, 1.137, 4.815], [0.981, 1.884, 4.250], [-2.118, 3.486, 1.344], [-2.761, 3.903, 2.673], [-3.335, 5.313, 2.384], [-3.022, 5.631, 1.032], [-1.954, 4.798, 0.616], [-2.803, 2.778, 0.864], [-1.195, 2.912, 1.442], [-2.077, 3.968, 3.520], [-3.562, 3.211, 2.926], [-2.965, 6.076, 3.070], [-4.426, 5.292, 2.403], [-1.018, 5.240, 1.011], [-1.824, 4.817, -0.463], [3.148, 6.416, 1.396], [1.988, 5.652, 0.769], [2.492, 4.223, 0.881], [3.083, 4.166, 2.175], [3.686, 5.417, 2.454], [2.924, 7.398, 1.806], [3.958, 6.535, 0.672], [1.820, 5.986, -0.256], [1.057, 5.803, 1.315], [3.220, 3.998, 0.095], [1.676, 3.501, 0.841], [4.779, 5.369, 2.422], [3.425, 5.720, 3.473], [-1.116, -1.005, -1.028], [-1.358, 0.321, -0.342], [-0.615, 1.338, -1.233], [0.525, 0.576, -1.637], [0.094, -0.735, -1.955], [-1.846, -1.407, -1.737], [-0.879, -1.833, -0.358], [-1.056, 0.280, 0.704], [-2.441, 0.506, -0.312], [-0.358, 2.262, -0.729], [-1.213, 1.493, -2.140], [0.920, -1.438, -1.828], [-0.158, -0.749, -3.027], [-3.755, -0.072, -5.278], [-4.083, -0.016, -3.775], [-3.975, 1.500, -3.491], [-3.088, 2.038, -4.455], [-2.743, 1.043, -5.425], [-4.699, 0.065, -5.814], [-3.399, -1.059, -5.574], [-3.337, -0.574, -3.204], [-5.082, -0.375, -3.543], [-3.647, 1.672, -2.464], [-4.986, 1.909, -3.602], [-1.747, 0.661, -5.163], [-2.691, 1.517, -6.402], [3.676, -4.223, -1.533], [3.540, -3.195, -2.670], [4.302, -3.860, -3.815], [4.282, -5.247, -3.559], [4.397, -5.417, -2.159], [2.708, -4.444, -1.078], [4.286, -3.856, -0.705], [4.021, -2.281, -2.327], [2.493, -3.061, -2.928], [5.329, -3.484, -3.919], [3.835, -3.684, -4.786], [5.454, -5.325, -1.868], [4.045, -6.405, -1.878]],
  "forces_ev_per_a": [[0.0075, 0.0316, -0.0069], [0.1482, 0.1198, 0.4160], [-0.1955, 0.2048, -0.4326], [0.2559, 0.0166, 0.3290], [0.6247, -0.4648, 0.0755], [-0.2715, 0.0647, -0.3642], [-0.0688, -0.1843, 0.1462], [0.1095, 0.0865, -0.0457], [-0.3747, 0.0491, 0.1123], [0.0513, -0.2384, 0.0454], [-0.1360, 0.3626, -0.1454], [-0.1399, -0.0460, -0.0699], [-0.0578, -0.0741, 0.0503], [0.1261, 0.0365, 0.0556], [0.7848, 0.0584, -0.7353], [-1.2035, 0.3229, -0.2487], [0.3581, 0.1016, -0.4502], [0.0291, 0.0019, -0.1036], [-0.0358, -0.0112, 0.3850], [-0.4239, -0.0332, 0.2389], [0.2305, 0.2353, 0.3541], [0.1497, -0.1912, -0.0583], [-0.2253, -0.1117, 0.3352], [0.2777, -0.3986, 0.2155], [-0.1570, -0.1054, 0.2434], [0.1944, 0.1365, -0.2010], [0.6525, -0.8456, -0.0456], [-1.5504, 0.6846, -0.7541], [0.4948, 0.7279, 0.0053], [0.2421, -0.3998, 0.0689], [0.3626, 0.2845, -0.0723], [-0.6694, -0.2445, 0.1516], [0.9141, -0.1069, 0.2303], [0.1992, 0.3408, 0.1126], [-0.3043, 0.0507, 0.1185], [-0.3865, -0.5872, 0.1472], [0.0292, -0.0140, -0.4197], [-0.4011, 0.0898, 0.7679], [-0.0577, 0.0197, -0.4322], [0.2200, 0.4929, -0.2153], [-0.2487, 0.1749, 0.1272], [0.1799, -0.0302, -0.2328], [-0.0718, -0.1769, -0.2186], [0.1643, 0.0594, 0.4833], [-0.0331, -0.2392, 0.0414], [-0.0028, -0.0789, 0.0218], [0.0738, -0.1492, 0.1246], [0.1649, -0.1046, -0.1453], [-0.4078, -0.9858, -0.0957], [-0.0772, 0.4687, 0.1310], [-0.5969, -0.5349, -0.4845], [0.0352, -0.1700, -0.3904], [1.2132, 0.8050, 0.8260], [-0.0574, 0.3391, -0.3258], [0.1564, 0.2955, 0.1889], [0.1744, -0.2045, -0.1221], [0.0332, -0.0038, 0.1873], [0.1234, 0.0335, -0.0175], [0.0208, 0.1828, 0.3719], [-0.0851, -0.0313, -0.1462], [-0.5468, -0.2680, -0.1031], [0.7580, -0.4409, 0.2606], [0.1445, 0.5232, -0.3996], [-0.4172, 0.2260, 0.0312], [0.0372, -0.3858, 0.0222], [-0.1066, 0.7942, 0.2247], [-0.1804, -0.0382, 0.0366], [-0.2450, 0.1775, -0.1976], [-0.0457, -0.1913, -0.0133], [0.0619, -0.1046, 0.1620], [0.0370, -0.0786, 0.0432], [0.1306, -0.1772, 0.0288], [-0.0277, -0.2390, -0.1387], [-0.1423, -0.1475, -0.0330], [1.0347, -1.3060, -1.1964], [-1.4559, 0.3120, -0.0996], [-0.4820, -1.9710, -0.0640], [0.8954, 0.7117, 0.2049], [0.0894, 0.5868, 0.0499], [-0.7374, 0.4863, 0.5812], [-0.0436, 0.2438, 0.2631], [0.5084, 0.2133, -0.1529], [0.1087, 0.2733, -0.0652], [0.3668, 0.0657, -0.1605], [-0.1227, 0.5359, 0.1585], [0.1104, 0.1832, 0.2018], [-0.2811, -0.1324, 0.1271], [-0.7987, -0.5453, 0.3691], [0.4405, 0.4780, -0.1474], [-0.6548, -1.0611, -0.0246], [-0.0509, 0.1923, 0.0754], [0.2649, -0.0485, 0.3726], [0.2514, 0.4104, -0.2437], [0.2547, 0.1125, -0.0341], [-0.0973, -0.0032, 0.0426], [0.0626, -0.1960, 0.0523], [0.2387, 0.2930, -0.1090], [0.2009, 0.3804, -0.0543], [0.0164, -0.0006, -0.1863], [-0.0996, -0.0209, -0.0494], [-0.2944, -0.1019, 0.7798], [0.5302, -0.4374, 0.4985], [-0.0186, 0.3743, -0.5583], [-0.2071, -0.3276, -0.1672], [0.4676, 0.4833, 0.0279], [-0.0193, -0.2546, -0.2270], [-0.0120, 0.1800, -0.0804], [-0.3296, 0.3441, -0.4135], [0.0139, 0.2900, -0.0115], [0.0628, -0.0972, 0.3288], [-0.0794, -0.1345, 0.0313], [0.0132, -0.2717, -0.1065], [-0.1664, -0.0030, -0.0654]],
  "lowdin_charge": [0.121, -0.489, -0.068, -0.136, -0.130, 0.025, 0.122, 0.124, 0.097, 0.107, 0.103, 0.117, 0.127, -0.485, -0.055, -0.139, -0.160, 0.033, 0.130, 0.121, 0.111, 0.096, 0.133, 0.080, 0.135, -0.470, -0.068, -0.133, -0.161, 0.024, 0.118, 0.127, 0.085, 0.109, 0.121, 0.122, 0.126, -0.494, -0.063, -0.139, -0.147, -0.009, 0.132, 0.130, 0.118, 0.119, 0.122, 0.127, -0.174, -0.148, -0.187, -0.133, -0.205, 0.104, 0.097, 0.103, 0.096, 0.114, 0.116, 0.104, 0.126, -0.157, -0.172, -0.206, -0.141, -0.205, 0.107, 0.109, 0.117, 0.092, 0.122, 0.109, 0.113, 0.112, -0.168, -0.170, -0.143, -0.159, -0.198, 0.084, 0.094, 0.084, 0.102, 0.106, 0.116, 0.097, 0.118, -0.166, -0.156, -0.210, -0.138, -0.194, 0.114, 0.110, 0.086, 0.110, 0.099, 0.117, 0.113, 0.119, -0.165, -0.146, -0.211, -0.133, -0.199, 0.094, 0.093, 0.100, 0.093, 0.121, 0.120, 0.119, 0.121]
}